(1)
Molecular formula: C12H40BNaO12
Method: DFT, ωB97M-V with the def2-TZVPD basis set

Geometry (Å):
Na: 1.40 1.13 10.13
B: 0.15 0.43 7.00
H: 0.99 -0.19 7.24
H: 0.01 0.60 5.94
H: -0.78 -0.05 7.26
H: 0.25 1.37 7.52
C: 0.80 4.38 2.71
C: 0.88 4.73 4.17
O: 1.79 3.77 4.67
O: 0.23 3.13 2.51
H: 1.78 4.41 2.25
H: 0.22 5.10 2.14
H: -0.09 4.55 4.63
H: 1.06 5.79 4.38
H: 1.26 3.25 5.28
H: 0.84 2.54 2.96
C: -5.76 1.13 7.24
C: -5.01 2.48 6.92
O: -3.78 2.33 6.28
O: -5.08 0.47 8.29
H: -5.70 0.38 6.46
H: -6.81 1.28 7.48
H: -4.87 3.00 7.87
H: -5.66 3.08 6.28
H: -3.34 1.58 6.69
H: -5.20 -0.47 8.15
C: -1.10 -2.06 11.78
C: -1.91 -0.77 12.19
O: -1.70 0.27 11.30
O: 0.28 -1.73 11.79
H: -1.26 -2.30 10.73
H: -1.19 -2.89 12.48
H: -1.79 -0.37 13.20
H: -2.95 -1.11 12.17
H: -2.25 0.10 10.54
H: 0.62 -2.00 12.64
C: 6.41 -2.11 10.39
C: 5.87 -1.48 9.06
O: 4.66 -0.76 9.18
O: 7.06 -1.25 11.30
H: 7.17 -2.89 10.30
H: 5.61 -2.60 10.95
H: 5.61 -2.34 8.44
H: 6.63 -0.87 8.57
H: 4.29 -0.52 8.33
H: 6.50 -0.49 11.49
C: 3.72 4.35 11.66
C: 3.34 4.72 10.16
O: 1.98 4.50 9.96
O: 3.90 2.98 11.69
H: 3.11 4.71 12.48
H: 4.66 4.85 11.88
H: 3.91 4.28 9.34
H: 3.56 5.78 10.08
H: 1.63 5.40 9.94
H: 4.22 2.68 12.54
C: 1.42 -3.32 4.39
C: 1.39 -2.21 3.36
O: 2.06 -1.05 3.78
O: 0.28 -3.06 5.13
H: 2.20 -3.14 5.12
H: 1.46 -4.34 4.02
H: 0.40 -1.87 3.07
H: 1.77 -2.66 2.44
H: 1.58 -0.79 4.57
H: 0.26 -2.18 5.51

**Energy relative to the best compared isomer or geometry (same formula, charge and spin)**: 4.623 eV
**Net charge**: 0
**HOMO-LUMO gap**: 7.9 eV

***

(2)
Molecular formula: N3O5S
Method: DFT, ωB97M-V with the def2-TZVPD basis set

Geometry (Å):
O: 3.49 0.29 0.86
N: 2.71 0.32 0.03
N: 1.88 0.16 -0.72
S: -0.19 -0.29 -0.23
O: 0.03 -0.66 1.16
O: -0.39 -1.34 -1.17
N: -2.21 0.36 -0.04
O: -2.78 0.84 -0.98
O: -2.54 0.32 1.10

**Energy relative to the best compared isomer or geometry (same formula, charge and spin)**: 1.316 eV
**Net charge**: -1
**Structure (SMILES)**: O=NN=[S@](=O)([O-])[N+](=O)[O-]
**HOMO-LUMO gap**: 7.1 eV

***

(3)
Molecular formula: C37H48F6IN4O5PS2SiTa
Method: DFT, ωB97M-V with the def2-TZVPD basis set

Geometry (Å):
Ta: 1.04 -0.91 0.39
F: 1.57 -1.06 -2.28
C: 2.86 -0.57 -2.41
F: 3.62 -1.60 -2.73
F: 2.83 0.28 -3.42
S: 3.20 0.23 -0.74
O: 3.00 -0.95 0.10
O: 4.50 0.76 -0.80
N: 1.97 1.11 -0.84
S: 1.09 2.10 0.12
O: 0.54 1.31 1.23
O: 1.93 4.12 -1.07
C: 2.68 2.52 1.13
F: 3.06 1.27 1.58
F: 3.73 3.05 0.52
F: 2.43 3.26 2.21
I: -1.79 -3.07 1.06
C: -1.00 -1.56 -0.24
H: -1.76 -0.79 -0.21
H: -1.07 -2.03 -1.22
C: 3.55 -3.89 -0.51
Si: 1.77 -3.70 0.20
C: 1.74 -4.51 1.94
C: 0.64 -4.66 -1.04
C: 0.35 -4.13 -2.30
C: -0.45 -4.81 -3.20
C: -0.98 -6.05 -2.87
C: -0.69 -6.60 -1.63
C: 0.11 -5.91 -0.73
H: 3.99 -4.84 -0.20
H: 4.19 -3.10 -0.15
H: 3.56 -3.87 -1.59
H: 2.15 -5.51 1.90
H: 0.74 -4.58 2.35
H: 2.34 -3.94 2.65
H: 0.77 -3.18 -2.59
H: -0.65 -4.38 -4.17
H: -1.60 -6.58 -3.57
H: -1.09 -7.56 -1.37
H: 0.32 -6.35 0.23
O: -0.47 1.00 -1.10
P: -1.35 1.95 -1.89
N: -2.67 2.55 -1.08
C: -3.77 1.60 -0.89
C: -4.67 2.31 0.11
C: -3.64 2.93 1.06
C: -2.54 3.39 0.11
N: -0.50 3.26 -2.46
C: -0.74 4.69 -2.24
C: 0.56 5.38 -2.67
C: 1.62 4.29 -2.45
C: 0.86 3.05 -2.94
N: -1.98 1.14 -3.17
C: -1.65 -0.21 -3.59
C: -1.51 -0.10 -5.10
C: -2.62 0.90 -5.44
C: -2.57 1.90 -4.28
H: -3.43 0.65 -0.47
H: -4.26 1.41 -1.85
H: -5.35 1.62 0.61
H: -5.25 3.09 -0.38
H: -3.26 2.17 1.74
H: -4.04 3.76 1.64
H: -1.54 3.30 0.56
H: -2.71 4.43 -0.17
H: -0.93 4.90 -1.19
H: -1.61 5.01 -2.83
H: 0.75 6.27 -2.08
H: 0.54 5.64 -3.72
H: 2.56 4.81 -0.82
H: 2.53 4.45 -3.02
H: 1.28 2.14 -2.54
H: 0.89 3.02 -4.03
H: -2.47 -0.89 -3.33
H: -0.75 -0.56 -3.09
H: -1.64 -1.05 -5.61
H: -0.53 0.32 -5.36
H: -3.58 0.39 -5.44
H: -2.48 1.38 -6.40
H: -3.56 2.27 -4.01
H: -1.94 2.76 -4.51
C: 3.13 0.70 6.95
C: 4.02 0.05 6.12
C: 3.59 -0.51 4.93
C: 2.24 -0.42 4.54
C: 1.36 0.25 5.39
C: 1.80 0.80 6.58
C: 1.88 -0.92 3.22
C: 0.69 -1.03 2.61
C: -0.60 -0.94 3.31
C: -1.62 -0.09 2.89
C: -2.84 -0.06 3.54
C: -3.07 -0.90 4.61
C: -2.08 -1.78 5.03
C: -0.86 -1.80 4.39
H: 3.47 1.14 7.88
H: 5.07 -0.02 6.39
H: 4.29 -1.01 4.28
H: 0.33 0.37 5.10
H: 1.10 1.31 7.22
H: 2.77 -1.18 2.64
H: -1.43 0.58 2.06
H: -3.61 0.61 3.22
H: -4.03 -0.88 5.11
H: -2.27 -2.44 5.86
H: -0.09 -2.48 4.71

**Energy relative to the best compared isomer or geometry (same formula, charge and spin)**: 2.436 eV
**Net charge**: +1
**HOMO-LUMO gap**: 6.4 eV

***

(4)
Molecular formula: C2H4NO2
Method: DFT, ωB97M-V with the def2-TZVPD basis set

Geometry (Å):
N: 0.09 -0.12 -0.34
C: -1.10 0.26 0.49
O: -1.97 1.18 -0.17
C: -2.47 -0.02 0.01
O: -3.33 -0.78 -0.16
H: -0.15 -0.75 -1.13
H: 0.78 -0.60 0.25
H: 0.53 0.73 -0.74
H: -0.71 0.49 1.59

**Energy relative to the best compared isomer or geometry (same formula, charge and spin)**: 1.536 eV
**Net charge**: +1
**Structure (SMILES)**: [NH3+][C@H]1OC1=O
**HOMO-LUMO gap**: 11.4 eV

***

(5)
Molecular formula: C5H11NO
Method: DFT, ωB97M-V with the def2-TZVPD basis set

Geometry (Å):
H: 3.07 -0.54 0.29
N: 2.53 -0.46 1.14
C: 1.39 -0.98 1.08
C: 0.80 -1.76 -0.07
C: -0.72 -1.89 0.03
H: 0.77 -0.92 1.97
H: 1.08 -1.29 -1.01
H: 1.25 -2.75 -0.04
H: -1.09 -2.54 -0.77
H: -1.20 -0.91 -0.07
H: -1.01 -2.34 0.99
C: -1.43 2.64 -0.86
C: -0.40 1.91 -0.05
O: 0.49 1.25 -0.49
H: -2.42 2.49 -0.44
H: -1.20 3.71 -0.83
H: -1.41 2.32 -1.90
H: -0.51 2.05 1.03

**Energy relative to the best compared isomer or geometry (same formula, charge and spin)**: 1.777 eV
**Net charge**: 0
**Structure (SMILES)**: [H]/N=C\CC.CC=O
**HOMO-LUMO gap**: 10.3 eV

***

(6)
Molecular formula: CH2NO3PS
Method: DFT, ωB97M-V with the def2-TZVPD basis set

Geometry (Å):
C: 1.60 0.39 0.06
N: -1.59 0.22 -0.01
O: -0.54 -2.17 -0.06
O: 0.87 -0.02 1.07
O: 0.78 -0.13 -1.08
P: -0.27 -0.76 -0.05
S: 2.88 1.29 -0.10
H: -1.27 1.21 -0.27
H: -2.46 -0.02 0.44

**Energy relative to the best compared isomer or geometry (same formula, charge and spin)**: 0.282 eV
**Net charge**: 0
**HOMO-LUMO gap**: 10.1 eV

***

(7)
Molecular formula: C2H2O2S
Method: DFT, ωB97M-V with the def2-TZVPD basis set

Geometry (Å):
C: -0.70 -0.27 0.24
C: -1.61 0.49 -0.14
O: 1.81 -0.91 -1.00
O: 1.70 0.47 1.10
S: 1.32 0.26 -0.28
H: -0.50 -1.27 0.76
H: -2.03 1.23 -0.67

**Energy relative to the best compared isomer or geometry (same formula, charge and spin)**: 3.422 eV
**Net charge**: 0
**HOMO-LUMO gap**: 8.5 eV